(1)
Below is C18H53AlF3O9 as an isolated structure in a non-equilibrium geometry, with properties calculated with ωB97M-V/def2-TZVPD.

Structure (XYZ):
```
84
Properties=species:S:1:pos:R:3:forces:R:3
F 3.15080 0.14352 -2.99449 -4.31 1.83 0.61
C 1.85808 0.87044 -2.77957 -0.85 1.75 0.04
F 1.71800 1.01631 -1.29898 0.55 -0.85 -4.89
F 0.66292 0.05072 -3.20761 4.25 2.21 1.24
O 1.77022 2.13490 -3.52533 0.67 -5.28 2.37
C 2.83477 3.08143 -3.15574 2.38 2.01 -0.26
Al 2.32125 4.26258 -1.51040 -0.27 -0.81 0.38
H 2.95107 3.86503 -4.04897 -0.47 -2.04 1.43
H 3.90505 2.59005 -3.04059 -2.26 0.51 -0.49
H 0.93217 5.01518 -1.72624 0.16 -0.24 -0.58
H 2.10982 3.35537 -0.19335 0.22 -0.09 -0.22
H 3.50612 5.25780 -1.18086 0.59 0.50 -0.20
C 1.92238 1.43563 3.83223 -0.04 -0.23 0.15
C 2.29744 2.02450 2.48806 -0.16 0.42 0.13
O 1.35325 3.01627 2.11254 -0.30 0.07 0.55
H 0.92200 0.99239 3.79250 0.13 0.00 -0.05
H 2.63815 0.66590 4.13422 -0.03 0.01 0.09
H 1.89556 2.21370 4.60209 0.10 -0.04 0.01
H 2.30159 1.24776 1.71757 -0.03 0.31 -0.04
H 3.29135 2.48109 2.52319 0.07 -0.26 -0.08
H 1.36332 3.70543 2.79880 0.03 -0.32 -0.44
C -1.72338 -1.73706 -2.36063 0.00 0.29 0.01
C -2.56854 -2.21159 -1.19669 0.42 -0.06 -0.28
O -3.19320 -3.44457 -1.52175 -0.07 -0.59 0.05
H -2.33934 -1.61034 -3.25694 0.01 0.04 0.16
H -1.23829 -0.78497 -2.12777 0.01 -0.18 -0.10
H -0.95249 -2.47492 -2.60576 0.04 0.12 0.11
H -3.35121 -1.48172 -0.96927 -0.05 -0.23 -0.01
H -1.95746 -2.35305 -0.29995 0.02 0.22 0.05
H -2.48958 -4.08804 -1.71380 -0.38 0.40 0.08
C -6.28966 -4.16694 -1.91068 0.04 0.21 -0.11
C -7.13481 -4.64148 -0.74674 0.32 -0.07 -0.28
O -7.75948 -5.87446 -1.07180 -0.15 -0.58 0.15
H -6.90562 -4.04023 -2.80698 -0.04 0.02 0.17
H -5.80457 -3.21486 -1.67782 0.06 -0.18 -0.08
H -5.51877 -4.90480 -2.15580 0.00 0.18 0.14
H -7.91749 -3.91161 -0.51932 -0.03 -0.25 0.00
H -6.52374 -4.78293 0.15001 0.05 0.22 0.05
H -7.05586 -6.51792 -1.26384 -0.38 0.62 -0.16
C 6.24933 0.69792 3.20594 -0.24 -0.28 0.08
C 6.62439 1.28679 1.86177 -0.19 0.28 0.29
O 5.68020 2.27856 1.48624 0.05 0.21 0.05
H 5.24894 0.25468 3.16621 0.10 0.00 -0.17
H 6.96510 -0.07181 3.50792 -0.10 0.11 0.08
H 6.22251 1.47600 3.97580 0.13 -0.17 -0.11
H 6.62854 0.51005 1.09128 -0.12 0.23 -0.02
H 7.61830 1.74338 1.89689 0.16 -0.21 0.06
H 5.69027 2.96773 2.17251 -0.04 -0.33 -0.45
C -5.63041 0.80064 0.37284 -0.22 -0.15 0.07
C -5.12792 1.80342 -0.64508 0.30 -0.11 0.29
O -4.27991 2.75155 -0.01417 0.17 0.02 0.11
H -6.17931 1.30717 1.17342 0.02 -0.02 -0.16
H -6.28944 0.06503 -0.09682 0.05 -0.03 0.08
H -4.79371 0.27450 0.84393 -0.05 -0.04 -0.12
H -5.96576 2.34232 -1.09741 0.21 0.08 0.08
H -4.56690 1.30595 -1.44217 -0.17 -0.10 -0.12
H -3.53483 2.26387 0.37704 -0.29 0.35 -0.24
C -6.17484 -10.26597 -2.96457 -0.10 -0.16 -0.16
C -5.16551 -9.15683 -2.75179 -0.17 -0.23 0.16
O -5.81490 -8.00103 -2.24333 -0.17 0.31 0.40
H -6.95521 -9.94723 -3.66332 0.18 -0.02 0.04
H -5.69080 -11.16307 -3.36071 -0.08 0.02 0.06
H -6.67427 -10.52087 -2.02414 0.12 -0.06 -0.04
H -4.68470 -8.89014 -3.69768 -0.11 0.16 0.21
H -4.38893 -9.46332 -2.04428 0.10 -0.11 -0.13
H -6.23149 -8.24624 -1.39933 0.27 -0.11 -0.43
C -1.20766 8.62745 -2.56202 -0.08 0.29 -0.05
C -0.04964 7.68329 -2.31352 -0.39 -0.44 0.17
O -0.43144 6.68208 -1.38190 -0.70 0.74 0.13
H -1.52650 9.09974 -1.62708 0.11 -0.03 -0.09
H -0.92819 9.40826 -3.27493 -0.09 0.02 -0.02
H -2.07293 8.08403 -2.95548 0.09 0.04 -0.08
H 0.80522 8.22654 -1.89987 -0.08 -0.23 0.05
H 0.26661 7.19730 -3.24162 0.15 0.12 -0.08
H -1.18572 6.20001 -1.76228 0.56 0.06 0.20
C 9.09845 -0.18425 6.50412 -0.03 -0.23 0.13
C 9.47350 0.40462 5.15995 -0.09 0.23 0.30
O 8.52932 1.39639 4.78442 0.20 0.44 0.20
H 8.09806 -0.62749 6.46438 0.16 0.02 -0.07
H 9.81422 -0.95398 6.80610 -0.06 0.06 0.06
H 9.07162 0.59382 7.27398 0.12 -0.06 -0.03
H 9.47766 -0.37213 4.38946 -0.10 0.23 -0.02
H 10.46742 0.86120 5.19507 0.14 -0.20 -0.01
H 8.53939 2.08555 5.47069 0.01 -0.35 -0.38
```
Positions in Å, forces in eV/Å.

Properties
Energy relative to the best compared isomer or geometry (same formula, charge and spin) = 42.77 kcal/mol
Orbital gap = 5.99 eV
LUMO energy = 0.0701 Ha
Charge = -1

***

(2)
Below is C13H20AuClIN2OPSe as an isolated structure in a non-equilibrium geometry, with properties calculated with ωB97M-V/def2-TZVPD.

Structure (XYZ):
```
41
Properties=species:S:1:pos:R:3:forces:R:3
C 1.04853 -2.53106 -1.99734 -1.50 -1.88 -1.20
I 1.61415 1.54867 0.25008 -0.24 1.66 0.65
H 0.46335 -3.42132 -2.27556 -0.11 0.17 0.01
H 1.57586 -2.80180 -1.07876 -0.22 0.84 -0.11
H 1.66226 -2.28551 -2.85718 0.18 0.23 0.30
Au -0.85103 -1.24162 -1.91539 1.11 -0.32 -0.35
P -0.51973 -0.16829 -4.00245 -0.68 -0.20 -2.32
C 1.07445 0.38799 -4.70384 0.56 -0.20 0.86
C -1.11776 -1.51400 -5.09010 0.03 0.02 0.41
H -2.55798 1.13149 -3.78381 0.31 0.10 -0.23
H -1.67012 1.59940 -5.28060 0.27 -0.39 0.22
H -1.09669 2.15159 -3.68302 -0.14 -0.21 -0.12
C -1.56803 1.31654 -4.22157 -0.24 -0.08 0.86
H -2.07935 -1.84945 -4.67554 0.23 0.05 -0.29
H -1.23403 -1.19422 -6.13389 0.07 0.04 0.29
H 0.97627 0.58951 -5.78526 -0.36 -0.20 0.43
H 1.85241 -0.37353 -4.56124 -0.13 0.21 -0.09
H -0.39358 -2.34239 -5.02961 -0.26 0.25 -0.09
H 1.39616 1.31791 -4.21044 -0.08 -0.31 -0.12
C 1.20219 -0.31074 -1.32266 5.41 0.74 0.53
O 2.37590 -0.46852 -1.40466 -3.93 0.02 -0.51
Cl -3.11154 -0.81557 -2.05262 0.16 0.05 0.32
C -2.25334 0.51334 2.79091 -0.83 0.38 0.13
N -0.83509 0.34412 2.99873 0.32 0.36 0.06
C -0.13285 -0.55681 2.28524 1.64 1.47 1.13
Se -0.82686 -1.55022 0.96918 -0.54 -1.08 -0.45
N 1.14448 -0.47734 2.75099 0.62 0.16 0.19
C 1.26143 0.47914 3.75354 -0.56 -1.04 0.12
C 2.19352 0.63588 4.77331 0.94 0.07 0.74
C 1.79745 1.19070 5.99319 0.51 -0.18 -0.56
C 0.49361 1.68369 6.17019 -1.83 0.27 -1.53
C -0.42769 1.65985 5.08783 0.83 0.45 1.17
C -0.00854 1.01998 3.91392 -1.71 -1.30 -0.21
H -2.60584 1.08998 3.65120 -0.34 -0.24 -0.38
H -2.75302 -0.47584 2.72151 0.30 0.77 0.22
H -2.42258 1.07408 1.85552 -0.03 -0.18 0.47
H 1.93430 -0.96322 2.35363 -0.12 -0.18 -0.04
H 3.19240 0.25429 4.61614 0.09 -0.07 0.28
H 2.46232 1.24677 6.87238 -0.14 -0.16 -0.85
H 0.18836 2.05019 7.15234 0.03 0.03 -0.44
H -1.44378 2.05632 5.10570 0.37 -0.10 0.52
```
Positions in Å, forces in eV/Å.

Properties
Energy relative to the best compared isomer or geometry (same formula, charge and spin) = 9.71 kcal/mol
Orbital gap (spin up / spin down) = 5.63 / 4.61 eV
LUMO energy (spin up / spin down) = -0.3272 / -0.3701 Ha
Multiplicity = 3
Charge = +2

***

(3)
Below is a 3-piece molecular cluster, C3H11NO2 overall in a non-equilibrium geometry, with properties calculated with ωB97M-V/def2-TZVPD.

Structure (XYZ):
```
17
Properties=species:S:1:pos:R:3:forces:R:3
C 2.61021 0.03367 -0.28333 0.31 0.43 0.64
C 1.33360 0.08313 0.08063 -0.47 0.44 -0.61
C 0.98776 0.97672 1.24977 -1.85 0.34 -0.35
N 0.22301 -0.34082 -0.77849 1.21 1.04 0.74
H 2.86939 0.13546 -1.30411 0.57 -1.20 -1.05
H 3.37781 0.21978 0.47543 -0.31 0.51 -0.51
H 1.82505 1.38070 1.88357 -0.65 -0.12 -1.37
H 0.41561 0.39226 1.94799 -0.89 0.03 0.51
H 0.24530 1.77806 0.72209 1.96 -1.52 1.72
H -0.37506 -1.03304 -0.33572 0.29 0.13 0.15
H 0.57350 -0.70384 -1.65914 -0.01 -0.07 0.23
O -1.99656 -1.74655 0.63703 2.27 0.05 -1.06
H -2.68036 -1.80136 1.22711 -1.88 -0.15 4.36
H -2.64915 -1.77887 -0.02381 -0.53 0.07 -3.32
O -2.62414 0.60716 -1.33717 0.01 1.51 -0.83
H -2.24095 1.43347 -1.72370 -0.77 -0.99 0.21
H -1.89500 0.36407 -0.77815 0.74 -0.51 0.56
```
Positions in Å, forces in eV/Å.

Properties
Energy relative to the best compared isomer or geometry (same formula, charge and spin) = 42.66 kcal/mol
Orbital gap = 8.98 eV
LUMO energy = 0.0257 Ha

***

(4)
Below is a 2-piece molecular cluster, CH2BrNO4 overall in a non-equilibrium geometry, with properties calculated with ωB97M-V/def2-TZVPD.

Structure (XYZ):
```
9
Properties=species:S:1:pos:R:3:forces:R:3
O -1.41937 1.20685 -0.03881 0.36 0.23 -0.01
C -1.95801 0.16382 0.09315 -0.76 0.50 -0.10
O -1.47138 -1.03302 0.19266 0.70 -1.26 0.11
Br -3.89179 0.02050 0.17393 0.04 0.07 0.02
H -0.48222 -1.07276 0.12797 -0.46 0.49 -0.04
O 1.29922 -0.97755 -0.07957 1.50 1.23 -0.06
N 1.68005 0.15619 -0.11509 -1.11 -0.10 0.08
O 3.02827 0.29112 -0.16709 0.19 -1.07 0.00
H 3.21522 1.24485 -0.18716 -0.46 -0.09 0.01
```
Positions in Å, forces in eV/Å.

Properties
Energy relative to the best compared isomer or geometry (same formula, charge and spin) = 11.84 kcal/mol
Orbital gap = 9.72 eV
LUMO energy = -0.0236 Ha

***

Q: energy relative to the best compared isomer or geometry (same formula, charge and spin) of number 2 (C13H20AuClIN2OPSe)?
A: 9.71 kcal/mol

***

Q: Which value of energy relative to the best compared isomer or geometry (same formula, charge and spin) does entry 4 give?
A: 11.84 kcal/mol

***

Q: What is the energy relative to the best compared isomer or geometry (same formula, charge and spin) in the fourth record?
A: 11.84 kcal/mol